1.
# C48H52F5N9

14 unconnected molecules or ions with the total composition C48H52F5N9 in a non-equilibrium geometry (the ωB97M-V functional and the def2-TZVPD basis, the OMol25 dataset).

Each line ends with the Mulliken charge.
Geometry (Å):
C -5.10526 -0.83779 -0.14721  0.037
C 4.32733 -1.26041 -4.41434  -0.523
H -1.36621 -2.43348 5.15027  0.397
H -3.72205 4.36941 5.26559  0.268
C -3.99113 -0.03703 -0.64643  0.617
H 2.76386 0.32664 3.45578  0.346
C 2.03091 2.31054 -3.28335  0.233
H 5.30264 -0.82155 -4.56462  0.451
H 3.17205 4.98644 4.99754  0.303
H 2.13699 4.48053 6.35300  0.345
F -0.32886 -0.29504 -2.37727  -0.140
C -3.66992 -3.38259 2.85689  -0.197
F 2.33947 -3.04897 -0.13172  0.069
H -1.19248 2.16288 2.06155  0.705
C -0.27080 -4.79107 -1.48459  -0.373
H -3.49479 -2.92650 -2.28819  0.442
H -3.16132 -0.74100 -0.70922  -0.482
H -2.37826 5.25568 -4.46777  0.419
C -1.51287 5.09397 -3.82507  -0.070
C 2.62546 -2.54718 -3.30177  -0.182
C -3.36507 4.58331 3.13072  0.393
H 2.43564 -3.45284 -2.74487  0.605
C -0.87143 -4.88051 -2.75269  -0.697
C -2.56266 -3.37139 -1.97257  -0.490
C 3.34569 -0.72774 -5.30096  -0.731
H -4.10258 -5.77785 5.15694  0.351
H 1.92157 4.75688 1.94347  0.244
H -4.60235 1.91808 2.76322  0.458
H -1.19361 1.92168 -2.25551  -0.105
H 4.10193 0.21108 2.26674  0.193
H -3.83826 6.06224 4.77979  0.359
N 0.98852 3.01342 3.92761  -0.403
C -4.08982 -4.56171 3.46188  -0.720
H 1.19854 3.19504 1.28993  -0.506
H -0.59248 0.47707 -5.04498  -0.146
H 2.41205 0.42914 -2.23453  -0.092
H 6.06187 -5.67914 -0.01168  0.461
H 0.68915 -5.26153 -1.33110  0.540
C 1.64512 -2.07000 -4.20732  -0.451
C 2.14283 4.89292 5.34404  -1.030
C 5.60264 -4.70176 0.00405  -0.460
C 2.33719 4.38448 0.00288  0.186
H 3.95003 -1.17996 0.22448  0.449
C 3.65188 -3.22397 -0.10495  0.235
H -4.88176 -5.17042 3.05116  0.367
H -0.34462 -5.38821 -3.54712  0.476
C -0.86652 1.67742 1.15354  -1.023
H -1.64777 4.18180 -3.24385  -0.273
C -0.83063 -3.99714 -0.45972  -0.071
C 1.38835 4.25712 1.13476  0.193
H -4.18719 0.52565 -1.55915  0.529
H -2.38855 -4.31963 -3.98670  0.406
F 1.03936 -0.79998 -6.10763  -0.359
N 1.35576 3.06447 -3.78454  -0.393
N -2.98763 1.36785 5.53203  -0.543
N -2.19877 2.93491 -5.74777  -0.511
C 2.89008 1.29730 -2.68827  -0.402
C -0.93711 1.59262 -1.25936  -0.404
H 6.46094 -1.41286 0.49954  0.469
H -2.60407 -4.23474 6.45295  0.384
C 3.19747 0.74964 2.54960  0.032
H 3.67646 -0.10859 -6.12173  0.460
C 2.01561 -1.21915 -5.18698  0.509
C -1.97335 1.84256 -5.39969  0.134
C 3.97151 -2.22899 -3.46117  -0.512
H -0.06679 -0.02451 2.14749  0.929
N 3.04363 4.50679 -0.88266  -0.536
H -4.06709 -3.03564 1.91441  0.376
C 1.47847 3.87603 4.52658  0.485
C -0.31786 0.42048 1.19598  -1.145
H 3.32316 1.86665 -1.86584  0.375
H 4.76966 -2.64971 -2.86755  0.511
H -5.02000 5.04621 4.13915  0.291
H -0.59828 5.02019 -4.41345  0.247
C -2.17065 -2.99683 4.70090  -0.596
H -3.37842 0.89883 2.31144  -0.434
H 0.62587 -2.42502 -4.24558  0.517
C -1.67825 0.51066 -4.95517  0.311
C -2.82839 -4.09705 5.40552  -0.430
C -2.02184 -3.33534 -0.74600  0.614
H -2.51470 -2.69759 -0.02714  0.188
C -1.19824 6.18422 -2.89995  0.172
C -3.97233 5.03535 4.43976  -0.943
N -2.91522 4.27288 2.12332  -0.401
H 2.52223 0.75838 1.69400  -0.225
H -2.20640 -0.10066 -5.68691  0.523
C 3.78960 2.04095 2.82621  0.184
C -0.08566 -0.29555 0.00239  -0.054
H -3.76402 0.67906 0.14335  -0.206
C 6.46105 -3.54893 0.22836  -0.443
N 4.25671 3.10195 3.03338  -0.504
N -0.92051 7.02649 -2.13823  -0.459
H -1.69817 3.20955 -0.07472  0.676
C 4.24164 -4.50929 -0.14214  -0.406
C -2.62016 -2.64207 3.42460  0.369
H 0.32221 -1.29547 0.01642  0.793
C -2.01723 -4.17613 -2.98273  -0.607
C -3.78859 -4.83525 4.73348  -0.477
H 7.52963 -3.70252 0.25879  0.450
H 3.71875 1.06500 -3.35719  0.274
H 0.52192 4.77704 0.72601  0.401
F -0.21586 -3.89647 0.72810  -0.367
C -3.49066 1.24595 4.47948  0.101
H 3.52601 -5.31232 -0.23920  0.476
C 4.46464 -2.12028 0.09268  -0.020
H 1.67301 5.87592 5.31130  0.314
F -2.00366 -1.58408 2.83967  0.166
C -1.11911 2.29792 -0.07027  -0.656
N -5.97440 -1.52171 0.18966  -0.533
H -4.87363 0.24750 3.03144  0.539
C -4.10435 1.01503 3.11620  -0.104
C 5.88511 -2.30298 0.29334  -0.593
H -1.99827 0.40277 -3.91880  -0.292
C -0.44327 0.29155 -1.21342  0.375

## Properties
Net charge: +1
HOMO energy (alpha / beta) (eV): -11.0 / -11.0
2S+1: 2
Max |F| (eV Å⁻¹): 4.2

2.
# C48H53BClF4N6Tl

A molecular structure, C48H53BClF4N6Tl in a non-equilibrium geometry (the ωB97M-V functional and the def2-TZVPD basis, the OMol25 dataset).

Each line ends with the Mulliken charge.
Geometry (Å):
H 4.89665 7.74840 13.78845  0.375
H 17.53514 8.74533 16.89657  0.378
F 15.19165 6.42097 13.94404  -0.350
Cl 9.56854 6.66796 14.70855  -0.135
C 15.62695 10.46182 18.46164  -0.959
C 15.73371 10.85714 17.01465  1.013
C 10.58624 13.43930 10.73219  1.486
C 12.86696 6.09863 11.75614  -0.103
C 14.66187 11.55523 16.32775  -0.284
C 7.44265 8.12648 11.63347  -0.609
H 8.41919 12.34469 11.92551  0.205
H 9.09887 12.08213 18.26152  0.335
C 15.01114 11.89790 10.66073  0.326
N 12.55859 13.11738 11.86834  -0.610
C 11.71630 6.68788 11.24731  0.357
H 14.70873 9.12479 19.92713  0.340
N 15.23096 11.85923 12.06597  -0.707
H 10.70954 14.07384 18.77178  0.530
H 7.67019 8.44531 10.66927  0.486
H 8.39995 11.74682 10.25859  0.286
C 11.54616 7.03310 9.89149  -0.728
F 13.95296 8.31992 14.30171  -0.413
H 10.74127 15.17003 8.04112  0.301
H 16.80229 10.35941 8.11190  0.336
H 10.63437 7.48667 9.64460  0.593
H 19.72380 10.87834 16.12687  0.349
H 5.42887 8.77324 11.66772  0.307
H 8.67390 14.68058 15.38614  0.338
C 9.91527 16.36008 15.95812  -1.228
C 16.29533 11.01004 12.27784  0.513
H 8.95648 14.56764 11.23871  0.273
H 7.14154 12.78380 10.68536  0.433
N 12.29976 12.77887 14.77292  -0.318
C 8.46534 7.50760 12.37725  0.079
Tl 13.05196 10.57664 13.48262  0.947
H 14.94128 5.54195 11.31643  0.221
N 9.60625 7.44400 11.64111  0.074
H 9.11670 14.72359 17.07935  0.457
C 13.91469 5.84785 10.91156  0.076
C 12.62510 6.69129 9.07306  -0.464
H 11.96353 12.84911 18.86100  0.277
H 9.06571 17.04395 16.13671  0.379
H 15.17434 11.25693 19.06898  0.494
C 14.86406 9.15246 18.78512  -1.031
H 13.94188 9.14700 18.19925  0.231
H 9.71426 14.37136 13.21956  0.205
C 10.70350 14.17276 7.53962  -1.348
N 15.03269 11.68877 14.99158  -0.855
H 16.63373 10.28327 18.83769  0.460
C 9.13527 13.74014 10.54046  -1.164
H 18.43036 9.72671 9.96035  0.478
H 10.67851 16.68645 16.68981  0.298
C 11.49718 13.14100 9.77232  -0.905
F 15.06105 7.41250 16.11038  -0.326
B 15.11185 7.61384 14.68614  0.307
H 8.95026 14.16951 9.55957  0.443
H 11.23241 14.37354 6.58559  0.440
C 17.81130 9.40790 10.78935  -1.149
C 8.28231 7.05670 13.69921  0.775
H 14.35692 5.47180 8.82103  0.384
H 14.46809 9.18708 8.85099  0.033
H 19.77716 9.68401 17.43153  0.410
C 5.92349 7.71626 13.48626  -0.648
H 9.62780 13.85054 7.29655  0.246
H 15.76251 11.74069 7.98718  0.352
H 12.44878 12.92659 7.92723  -0.115
H 14.15606 12.73265 8.89960  0.763
F 16.27964 8.42671 14.35499  -0.317
H 6.85789 6.61543 15.13804  0.359
C 16.23049 11.00906 14.81304  0.430
C 13.71914 5.93644 9.53168  -0.915
H 15.43237 8.21315 18.53394  0.233
H 12.53922 6.88616 8.02740  0.397
H 13.66052 10.64306 8.18557  0.227
H 10.82480 12.15115 7.88657  0.342
H 10.47600 11.12290 18.60954  0.324
C 10.58188 13.91428 15.87742  -0.021
C 11.18985 13.58010 14.57694  0.196
H 18.51646 9.38202 11.66904  0.260
H 16.80675 7.90814 9.53307  0.309
C 16.73948 10.44940 11.00800  0.229
H 10.30386 16.62813 15.00520  0.316
C 15.94077 11.04006 9.97944  0.015
C 10.01890 12.05474 18.80149  -1.261
H 9.78823 12.03908 19.87522  0.379
H 17.89146 10.27004 13.69595  0.202
C 13.43669 11.98123 16.87056  -0.637
C 11.28680 13.22140 16.82989  0.015
C 11.26625 13.50314 12.06148  0.103
C 15.88592 10.78402 8.54618  -0.956
C 12.43150 12.61989 16.11641  0.834
C 6.99394 7.19003 14.23988  -0.504
C 9.48346 14.90364 16.09923  -0.979
C 11.36653 13.05926 8.27505  0.180
C 10.67655 13.86372 13.29550  -0.534
C 16.71593 10.55760 16.11378  -0.282
C 17.17590 8.00889 10.56673  -0.979
H 13.05956 5.96248 12.83107  0.271
H 18.09695 9.14580 15.32681  0.263
C 11.01122 13.14674 18.33555  -0.863
C 16.90933 10.78851 13.57344  -0.361
C 17.88442 9.59249 16.29498  -0.559
H 16.25923 7.90045 11.19064  0.078
H 17.90914 7.22808 10.74832  0.472
C 6.24164 8.28107 12.22098  -0.449
C 14.54903 10.06967 8.16190  -0.704
C 8.20922 12.63700 10.84190  -1.164
C 19.13715 10.33974 16.86470  -1.443
H 14.66906 9.75070 7.15774  0.469
N 10.65424 6.90144 12.10246  -0.185
H 13.19081 11.69583 17.87891  0.221
H 18.74725 11.13096 17.59843  0.262
C 13.98833 12.60636 9.98032  -0.761
C 12.73287 12.93468 10.51678  0.548

## Properties
Net charge: -2
HOMO energy (eV): -0.8
Max |F| (eV Å⁻¹): 3.9

no.,E (Eh)
1,-2851.8702
2,-3246.5385